Record 1
DFT (ωB97M-V/def2-TZVPD) results for a cluster of 2 separate species, H2O in total in a non-equilibrium geometry.

The geometry in ORCA input format:
```
! RIJCOSX wB97M-V def2-TZVPD def2/J DEFGRID3
* xyz 0 1
O -0.205 -0.319 1.094
H 0.416 0.393 0.893
H -0.438 -0.408 -1.002
*
```

Orbital gap (alpha / beta) (eV): 11.607 / 9.725
LUMO level (alpha / beta) (eV): -0.612 / -1.735

Charge distribution, Löwdin scheme, values in e: number 1, O, carries -0.154; number 2, H, carries -0.049; number 3, H, carries 0.203

Record 2
DFT (ωB97M-V/def2-TZVPD) results for a cluster of 13 separate species, C93H203N9O13 in total in a non-equilibrium geometry.

The geometry in ORCA input format:
```
! RIJCOSX wB97M-V def2-TZVPD def2/J DEFGRID3
* xyz 0 1
C 3.920 -2.821 6.166
C 2.921 -3.542 5.172
C 2.364 -2.613 4.212
O 3.532 -4.722 4.694
H 4.491 -3.545 6.704
H 3.377 -2.149 6.830
H 4.559 -2.196 5.619
H 2.188 -3.862 5.912
H 3.188 -2.387 3.473
H 2.022 -1.672 4.671
H 1.484 -3.042 3.680
H 4.121 -4.588 3.938
C 6.358 -1.055 -1.192
C 6.358 -2.364 -0.433
C 7.395 -2.283 0.676
O 5.055 -2.614 0.177
H 6.453 -0.246 -0.488
H 5.549 -0.819 -1.806
H 7.276 -1.008 -1.827
H 6.654 -3.252 -1.101
H 6.984 -1.693 1.499
H 8.321 -1.804 0.352
H 7.585 -3.244 1.144
H 4.480 -2.640 -0.632
C 2.553 2.329 -3.122
C 2.131 3.840 -2.946
C 1.358 4.123 -1.700
O 3.294 4.630 -3.023
H 1.766 1.643 -3.356
H 2.968 1.952 -2.169
H 3.292 2.303 -3.906
H 1.496 4.194 -3.801
H 1.915 3.830 -0.790
H 0.323 3.639 -1.576
H 1.118 5.201 -1.712
H 3.675 4.398 -2.143
C -3.688 6.931 -2.109
C -3.787 6.143 -0.764
C -2.629 5.163 -0.611
O -3.838 7.061 0.351
H -4.603 7.511 -2.319
H -3.511 6.176 -2.912
H -2.799 7.562 -2.086
H -4.717 5.550 -0.815
H -2.709 4.398 -1.354
H -2.584 4.710 0.405
H -1.616 5.655 -0.634
H -2.961 7.354 0.592
C -2.199 -2.587 -3.576
C -2.493 -3.821 -4.404
C -3.954 -4.330 -4.272
C -5.034 -3.539 -4.893
C -4.746 -3.341 -6.351
C -3.278 -2.721 -6.543
N -2.299 -3.609 -5.806
O -1.065 -2.957 -6.008
C -3.023 -2.791 -7.999
C -3.300 -1.278 -6.087
C -1.596 -4.904 -3.923
H -1.197 -2.238 -3.795
H -2.297 -2.823 -2.522
H -2.897 -1.803 -3.803
H -4.158 -5.328 -4.663
H -4.141 -4.443 -3.151
H -5.127 -2.552 -4.514
H -6.002 -4.058 -4.736
H -5.456 -2.610 -6.845
H -4.745 -4.263 -6.905
H -2.852 -3.799 -8.343
H -3.853 -2.374 -8.568
H -2.157 -2.226 -8.276
H -3.875 -0.671 -6.805
H -3.687 -1.134 -5.119
H -2.282 -0.900 -6.148
H -0.660 -4.665 -4.300
H -1.836 -5.871 -4.356
H -1.576 -4.886 -2.844
H -0.465 -3.562 -6.439
C -0.649 -5.637 3.451
C -0.226 -6.289 2.068
C -1.223 -6.027 0.981
C -0.750 -6.575 -0.366
C 0.535 -5.808 -0.648
C 1.673 -5.922 0.373
N 1.054 -5.609 1.662
O 2.101 -5.994 2.587
C 2.454 -7.271 0.314
C 2.716 -4.835 0.002
C -0.033 -7.752 2.303
H -1.578 -6.086 3.774
H -0.678 -4.501 3.341
H 0.051 -5.906 4.238
H -2.097 -6.605 1.123
H -1.471 -4.973 0.937
H -1.509 -6.407 -1.155
H -0.581 -7.650 -0.350
H 0.320 -4.768 -0.723
H 0.872 -6.170 -1.600
H 2.812 -7.565 -0.699
H 3.410 -7.097 0.820
H 1.992 -8.152 0.751
H 3.244 -5.177 -0.895
H 2.405 -3.781 -0.021
H 3.446 -4.733 0.807
H 0.474 -8.217 1.475
H -1.009 -8.247 2.539
H 0.723 -7.860 3.042
H 2.296 -5.298 3.224
C -2.768 4.144 -8.004
C -2.700 2.675 -7.581
C -1.177 2.228 -7.393
C -0.500 2.774 -6.135
C -1.307 2.196 -5.006
C -2.720 2.797 -4.983
N -3.396 2.407 -6.261
O -4.717 3.050 -6.316
C -3.407 2.039 -3.847
C -2.671 4.314 -4.623
C -3.292 1.785 -8.654
H -2.383 4.880 -7.280
H -3.767 4.496 -8.281
H -2.146 4.277 -8.904
H -1.182 1.100 -7.259
H -0.670 2.497 -8.300
H -0.398 3.824 -6.101
H 0.563 2.491 -6.219
H -0.916 2.281 -4.007
H -1.505 1.079 -5.189
H -3.456 1.037 -4.169
H -2.682 1.948 -3.024
H -4.318 2.477 -3.445
H -2.380 4.526 -3.600
H -1.959 4.863 -5.289
H -3.646 4.753 -4.849
H -4.281 2.157 -8.980
H -3.337 0.740 -8.278
H -2.662 1.679 -9.529
H -5.268 2.285 -6.274
C -3.851 -0.934 7.417
C -2.519 -0.407 7.980
C -1.529 -1.517 8.185
C -0.987 -2.028 6.880
C -0.327 -0.929 6.128
C -1.202 0.350 5.891
N -1.908 0.617 7.128
O -2.725 1.748 6.907
C -0.210 1.469 5.538
C -2.052 0.155 4.729
C -2.776 0.341 9.324
H -4.449 -1.403 8.207
H -3.691 -1.712 6.677
H -4.442 -0.115 6.936
H -0.635 -1.228 8.836
H -2.019 -2.341 8.732
H -1.863 -2.398 6.310
H -0.361 -2.861 6.974
H 0.014 -1.285 5.189
H 0.547 -0.598 6.747
H 0.326 1.195 4.653
H -0.656 2.377 5.343
H 0.522 1.573 6.290
H -1.332 0.015 3.910
H -2.624 -0.867 4.752
H -2.600 1.054 4.434
H -3.483 -0.305 9.856
H -3.296 1.261 9.123
H -1.833 0.651 9.837
H -3.401 1.535 6.238
C 6.293 0.745 3.214
C 6.631 2.208 3.134
C 5.324 2.964 3.169
C 5.622 4.428 3.168
C 6.432 4.837 4.372
C 7.701 4.080 4.507
N 7.339 2.636 4.344
O 8.584 1.927 4.246
C 8.716 4.730 3.498
C 8.270 4.140 5.983
C 7.363 2.423 1.772
H 7.161 0.268 3.552
H 6.136 0.403 2.193
H 5.505 0.396 3.927
H 4.753 2.774 2.191
H 4.707 2.725 3.999
H 4.747 5.070 3.267
H 6.135 4.606 2.235
H 5.797 4.635 5.273
H 6.684 5.942 4.374
H 9.654 4.132 3.499
H 8.252 4.803 2.587
H 9.005 5.767 3.858
H 8.405 5.071 6.506
H 7.656 3.450 6.610
H 9.265 3.682 5.902
H 7.807 3.404 1.639
H 6.663 2.259 1.005
H 8.076 1.614 1.574
H 8.910 1.741 5.171
C -6.686 -4.089 3.106
C -5.169 -3.972 2.611
C -4.581 -5.465 2.360
C -5.331 -6.116 1.170
C -5.126 -5.178 -0.038
C -5.677 -3.766 0.167
N -5.088 -3.233 1.352
O -5.484 -1.852 1.482
C -5.247 -2.910 -1.003
C -7.241 -3.780 0.120
C -4.237 -3.271 3.608
H -6.626 -4.155 4.208
H -7.315 -4.872 2.700
H -7.096 -3.107 3.034
H -3.496 -5.475 2.106
H -4.698 -5.907 3.378
H -6.370 -6.177 1.449
H -5.080 -7.187 1.057
H -5.573 -5.636 -0.900
H -4.070 -4.904 -0.210
H -5.469 -3.350 -1.981
H -5.874 -1.992 -0.900
H -4.232 -2.716 -0.983
H -7.536 -4.139 -0.899
H -7.705 -4.379 0.921
H -7.498 -2.762 0.217
H -4.449 -2.213 3.796
H -3.258 -3.297 3.192
H -4.339 -3.827 4.518
H -6.382 -1.717 1.873
C 3.077 0.407 -6.633
C 2.378 -0.891 -6.899
C 3.341 -1.852 -7.536
C 4.475 -2.283 -6.600
C 3.833 -2.934 -5.368
C 2.814 -2.094 -4.649
N 1.835 -1.579 -5.717
O 0.938 -0.703 -4.986
C 1.919 -2.995 -3.831
C 3.337 -1.018 -3.734
C 1.178 -0.686 -7.781
H 3.901 0.249 -5.995
H 3.470 0.909 -7.506
H 2.398 1.213 -6.207
H 2.922 -2.820 -7.851
H 3.669 -1.406 -8.460
H 5.160 -3.036 -7.043
H 5.121 -1.475 -6.335
H 4.589 -3.250 -4.662
H 3.373 -3.885 -5.696
H 1.251 -2.390 -3.232
H 2.378 -3.527 -3.030
H 1.374 -3.677 -4.412
H 3.486 -1.306 -2.681
H 2.648 -0.184 -3.633
H 4.231 -0.654 -4.188
H 1.558 -0.227 -8.690
H 0.659 -1.646 -7.892
H 0.432 0.006 -7.437
H 0.119 -1.246 -5.056
C 0.291 5.378 2.571
C -0.831 6.246 3.288
C -0.304 6.562 4.734
C -1.030 7.601 5.531
C -0.946 8.816 4.657
C -1.548 8.653 3.292
N -0.869 7.565 2.670
O -1.287 7.469 1.322
C -3.116 8.595 3.267
C -1.137 9.954 2.532
C -2.165 5.447 3.289
H 0.482 4.424 3.151
H 1.206 5.940 2.679
H 0.013 5.165 1.523
H -0.280 5.664 5.324
H 0.771 6.839 4.664
H -0.510 7.792 6.457
H -2.046 7.355 5.817
H 0.101 9.202 4.350
H -1.483 9.651 5.173
H -3.489 8.210 2.316
H -3.463 7.916 4.094
H -3.514 9.636 3.332
H -1.582 10.761 3.197
H -0.023 10.038 2.462
H -1.534 10.033 1.538
H -2.870 5.933 3.973
H -1.962 4.426 3.634
H -2.587 5.467 2.294
H -0.459 7.735 0.919
C 2.660 0.235 1.638
C 1.439 -0.232 0.829
C 1.156 -1.631 1.280
C -0.167 -2.162 0.702
C -1.340 -1.168 0.757
C -1.010 0.252 0.271
N 0.287 0.663 0.926
O 0.720 1.913 0.351
C -0.977 0.197 -1.279
C -2.083 1.200 0.878
C 1.952 -0.340 -0.577
H 3.038 1.190 1.426
H 3.532 -0.416 1.562
H 2.411 0.193 2.739
H 1.886 -2.433 1.199
H 0.947 -1.726 2.318
H -0.349 -3.093 1.228
H -0.078 -2.416 -0.382
H -1.660 -1.077 1.758
H -2.213 -1.533 0.242
H -0.271 -0.519 -1.631
H -2.050 -0.182 -1.566
H -0.801 1.045 -1.876
H -2.176 2.073 0.232
H -3.100 0.815 0.812
H -1.860 1.522 1.905
H 3.036 -0.381 -0.703
H 1.509 0.478 -1.206
H 1.610 -1.204 -1.136
H 0.408 2.486 1.053
*
```

Orbital gap (eV): 8.844
LUMO level (eV): 0.434

Results of the Löwdin charge analysis, in e, for atoms 1 through 8: number 1, C, carries -0.026; number 2, C, carries -0.501; number 3, C, carries -0.075; number 4, O, carries -0.038; number 5, H, carries 0.070; number 6, H, carries 0.076; number 7, H, carries 0.046; number 8, H, carries 0.132

Record 3
DFT (ωB97M-V/def2-TZVPD) results for a cluster of 6 separate species, C27H36F24O9S3 in total in a non-equilibrium geometry.

The geometry in ORCA input format:
```
! RIJCOSX wB97M-V def2-TZVPD def2/J DEFGRID3
* xyz 0 1
F -5.464 -3.906 -0.357
C -5.583 -2.848 0.448
F -5.453 -3.301 1.641
C -4.465 -1.647 0.234
F -4.622 -0.578 1.056
F -4.606 -1.169 -0.997
C -3.064 -2.206 0.398
O -2.151 -1.198 -0.072
C -1.042 -0.749 0.745
F -1.435 -0.478 1.987
F -0.085 -1.710 0.720
C -0.484 0.574 0.104
F -1.421 1.380 -0.347
F 0.506 1.219 0.662
H -6.572 -2.423 0.275
H -3.018 -3.195 -0.059
H -2.880 -2.362 1.461
H 0.113 0.266 -0.755
F -5.566 4.910 -1.405
C -4.605 4.638 -2.310
F -5.235 4.274 -3.419
C -3.483 5.634 -2.504
F -2.623 5.761 -1.522
F -4.207 6.827 -2.645
C -2.777 5.482 -3.857
O -2.344 4.151 -3.948
C -1.378 3.739 -4.977
F -1.504 2.404 -4.940
F -2.007 4.000 -6.148
C 0.019 4.188 -4.908
F 0.816 3.768 -3.781
F 0.696 4.143 -5.959
H -4.158 3.703 -1.972
H -1.952 6.176 -4.022
H -3.467 5.662 -4.682
H -0.075 5.266 -4.770
F 7.116 -3.458 -0.645
C 7.334 -2.489 0.296
F 8.613 -2.499 0.572
C 6.780 -1.266 -0.475
F 6.815 -0.133 0.248
F 5.517 -1.445 -0.904
C 7.650 -0.728 -1.722
O 7.090 0.470 -2.431
C 7.326 0.588 -3.957
F 8.544 0.184 -4.106
F 6.640 -0.420 -4.512
C 6.995 2.044 -4.401
F 7.629 3.024 -3.709
F 7.201 2.248 -5.702
H 6.726 -2.396 1.196
H 7.938 -1.600 -2.309
H 8.665 -0.453 -1.432
H 5.914 2.151 -4.308
O 3.531 7.621 2.652
S 2.871 7.858 3.965
O 2.676 9.269 4.384
C 1.306 6.924 3.986
C 1.388 5.738 4.883
C 2.562 5.976 5.934
C 3.716 6.809 5.225
H 1.048 6.530 3.003
H 0.544 7.638 4.298
H 0.460 5.520 5.410
H 1.480 4.776 4.379
H 2.928 5.065 6.408
H 2.348 6.686 6.732
H 4.150 5.956 4.704
H 4.544 7.307 5.730
O -6.040 -8.483 6.728
S -5.674 -7.393 7.591
O -4.696 -7.538 8.638
C -5.387 -5.930 6.592
C -6.347 -4.769 7.122
C -7.626 -5.468 7.517
C -7.139 -6.603 8.494
H -5.764 -6.212 5.609
H -4.330 -5.668 6.548
H -5.820 -4.280 7.941
H -6.591 -3.906 6.502
H -8.069 -5.918 6.629
H -8.426 -4.863 7.945
H -7.841 -7.358 8.849
H -6.670 -6.233 9.405
O 0.310 -5.156 -7.454
S 1.349 -4.166 -7.153
O 2.110 -3.566 -8.237
C 0.963 -3.102 -5.725
C 1.210 -3.813 -4.474
C 2.484 -4.710 -4.639
C 2.643 -5.009 -6.149
H -0.055 -2.736 -5.863
H 1.620 -2.247 -5.886
H 1.147 -3.169 -3.597
H 0.468 -4.558 -4.185
H 2.206 -5.707 -4.298
H 3.389 -4.335 -4.160
H 2.518 -6.068 -6.376
H 3.590 -4.932 -6.683
*
```

Orbital gap (eV): 10.179
SMILES string: FC(F)C(F)(F)COC(F)(F)C(F)F.FC(F)C(F)(F)COC(F)(F)C(F)F.FC(F)C(F)(F)COC(F)(F)C(F)F.O=S1(=O)CCCC1.O=S1(=O)CCCC1.O=S1(=O)CCCC1
LUMO level (eV): -0.088

Results of the Löwdin charge analysis, in e, for atoms 1 through 8: number 1, F, carries 0.104; number 2, C, carries -0.356; number 3, F, carries 0.141; number 4, C, carries -0.441; number 5, F, carries 0.118; number 6, F, carries 0.134; number 7, C, carries -0.060; number 8, O, carries 0.006